# 1
Entry from the Open Molecules 2025 dataset: a molecular structure, C42H50As2Br2GeN2OPSeSn (the ωB97M-V functional and the def2-TZVPD basis).

Computed properties:
* charge: +3
* multiplicity: 1

Cartesian coordinates (Å):
Sn -0.64752 -0.48700 0.28475
N -1.43119 -1.26329 2.63197
C -2.64997 -0.69951 3.19230
C -2.90217 -0.82471 4.55272
C -4.08448 -0.34192 5.08771
C -5.03103 0.25628 4.26384
C -4.77473 0.39346 2.91222
C -3.57125 -0.06229 2.36570
P -3.25733 0.25826 0.59968
C -3.21320 2.06744 0.44830
C -3.26701 2.62470 -0.83227
C -3.26070 4.00014 -0.99494
C -3.17632 4.82837 0.11838
C -3.07631 4.27955 1.38865
C -3.08929 2.90040 1.55692
C -4.80435 -0.27073 -0.20575
C -5.08475 -1.63725 -0.27944
C -6.29056 -2.07612 -0.80082
C -7.23260 -1.15619 -1.24212
C -6.97062 0.20231 -1.14544
C -5.76062 0.65050 -0.63455
H -0.70343 -1.23745 3.34159
H -1.58753 -2.25651 2.46305
H -2.18216 -1.32034 5.19432
H -4.27747 -0.45157 6.14689
H -5.96461 0.61412 4.67635
H -5.50805 0.86644 2.27012
H -3.36053 1.97800 -1.69770
H -3.34994 4.42967 -1.98480
H -3.19438 5.90343 -0.00868
H -3.02626 4.92673 2.25488
H -3.05176 2.48123 2.55458
H -4.38057 -2.36134 0.10595
H -6.50095 -3.13642 -0.85436
H -8.17564 -1.49695 -1.64881
H -7.71427 0.92206 -1.46136
H -5.58225 1.71351 -0.56060
C 0.50346 4.81435 -1.10209
As 0.78319 2.99201 -0.45517
C 2.01066 3.69770 0.94909
C 2.06853 2.41063 -1.79650
C 3.28642 3.07087 -1.93624
C 4.22106 2.67078 -2.87849
C 3.92674 1.60787 -3.71598
C 2.70352 0.96300 -3.60870
C 1.75802 1.35076 -2.65975
As 0.01915 0.43414 -2.65029
C 0.23919 -0.78748 -4.14966
C -1.07517 1.78992 -3.53063
H 1.45545 5.28070 -1.35475
H -0.01927 5.40758 -0.35516
H -0.10962 4.76707 -1.99953
H 2.80686 4.32493 0.56092
H 2.70724 3.00004 2.72214
H 1.40073 4.27438 1.64234
H 3.52826 3.91798 -1.30574
H 5.16502 3.19316 -2.96670
H 4.63879 1.29292 -4.46773
H 2.49030 0.15555 -4.29364
H 0.98469 -1.55212 -3.94059
H 0.52356 -0.23150 -5.04069
H -0.71804 -1.27104 -4.33861
H -0.57728 2.09801 -4.44865
H -1.20053 2.65025 -2.87618
H -2.05699 1.38428 -3.77232
Br 4.53393 4.42635 3.39795
C 5.03707 3.15821 2.08370
C 6.39028 2.96148 1.78460
C 6.73534 1.99737 0.87518
Br 8.54896 1.78882 0.45493
C 5.74987 1.16273 0.27453
C 6.04965 0.11618 -0.62563
C 5.03748 -0.64568 -1.13052
C 3.71604 -0.36502 -0.73222
N 3.38325 0.59271 0.09635
C 4.38336 1.35409 0.59600
C 4.07538 2.39744 1.48444
O 2.68469 2.64216 1.80021
H 7.14549 3.56404 2.26860
H 7.07861 -0.07653 -0.89628
H 5.23958 -1.45556 -1.81757
H 2.89865 -0.96777 -1.11462
C -1.47924 -5.12683 3.12527
Ge -1.42692 -5.84245 1.30464
C -0.36579 -7.45795 1.13840
C -3.22853 -6.04068 0.58106
C -0.49810 -4.42388 0.19863
Se -1.72153 -2.99993 -0.34293
C -1.64073 -3.13625 -2.27864
H -1.97783 -5.84488 3.77766
H -2.05151 -4.19680 3.18069
H -0.47314 -4.96413 3.51391
H -0.85306 -8.25746 1.69765
H 0.63775 -7.32180 1.53990
H -0.29412 -7.76696 0.09589
H -3.75097 -6.82387 1.13142
H -3.19571 -6.33751 -0.46863
H -3.80665 -5.12104 0.67374
H -0.11014 -4.85649 -0.72414
H 0.33369 -3.96872 0.73523
H -2.01912 -4.11846 -2.54923
H -0.62004 -3.00691 -2.62530
H -2.29348 -2.36785 -2.68682

---

# 2
Entry from the Open Molecules 2025 dataset: a molecular structure, C42H50N6O4ScSe3 at a distorted geometry (the ωB97M-V functional and the def2-TZVPD basis).

Computed properties:
* charge: +1
* multiplicity: 1

Cartesian coordinates (Å):
Sc -0.98164 -0.30471 0.94042
C -1.38038 3.16328 1.07094
O -1.74055 1.91349 0.47639
C -2.33319 1.96562 -0.77612
C -2.44043 3.11360 -1.53543
C -3.10090 3.05393 -2.75582
C -3.65916 1.86262 -3.19937
C -3.54620 0.71316 -2.42981
C -2.85809 0.75843 -1.22876
N -2.70363 -0.34300 -0.33827
N -3.54738 -1.27252 -0.51526
C -3.66647 -2.31549 0.34192
C -2.97914 -2.42340 1.57725
O -2.00132 -1.64532 1.89635
C -3.40952 -3.39886 2.52057
C -4.40115 -4.26927 2.22093
C -5.06180 -4.26187 0.95429
C -6.06888 -5.19974 0.65116
C -6.69999 -5.17619 -0.56306
C -6.33380 -4.21124 -1.51514
C -5.35543 -3.28550 -1.24052
C -4.70124 -3.28606 0.00530
H -2.24676 3.81946 1.10265
H -1.05198 2.93723 2.07945
H -0.57212 3.62644 0.50846
H -2.03183 4.05566 -1.19419
H -3.18229 3.95075 -3.35737
H -4.19091 1.82822 -4.14265
H -3.97424 -0.22192 -2.75332
H -2.89711 -3.42479 3.47465
H -4.70393 -5.00958 2.95481
H -6.33166 -5.94263 1.39863
H -7.47534 -5.89713 -0.79167
H -6.82716 -4.19561 -2.47907
H -5.07153 -2.55129 -1.98011
C 0.65860 -4.11754 0.63944
Se -0.22192 -2.96649 -0.66765
C -1.16413 -4.44963 -1.54512
C -1.32794 -4.19975 -3.03680
Se -2.15157 -2.48842 -3.48398
C -0.57305 -1.62579 -4.23227
H -0.08678 -4.73231 1.13785
H 1.16224 -3.48838 1.35843
H 1.38235 -4.74063 0.12363
H -2.11226 -4.58737 -1.03039
H -0.54317 -5.33072 -1.39824
H -1.93067 -4.98334 -3.48893
H -0.35173 -4.17700 -3.51890
H -0.24218 -2.16775 -5.11397
H 0.20950 -1.58452 -3.47801
H -0.86972 -0.61666 -4.50959
O 0.75602 -1.13974 1.43426
N 0.80717 -1.32014 2.71634
N 0.13096 -0.46933 3.36896
O -0.56077 0.49479 2.77639
C 0.08544 -0.60323 4.81379
C 1.16086 -1.14498 5.50029
C 1.06453 -1.28543 6.87425
C -0.08811 -0.88707 7.54078
C -1.14844 -0.33730 6.83443
C -1.06591 -0.18909 5.45899
H 2.05199 -1.44588 4.96717
H 1.89502 -1.70027 7.43056
H -0.15677 -1.00277 8.61507
H -2.04355 -0.02693 7.35732
H -1.87472 0.23681 4.88131
C 2.61315 5.30718 2.05436
C 3.26352 3.98828 1.64229
C 2.34308 2.79871 1.90604
C 2.95283 1.44150 1.57840
N 3.38386 1.32703 0.18172
C 2.59366 1.06483 -0.87693
Se 0.75205 0.85914 -0.91559
N 3.36709 1.06017 -1.98466
C 2.91584 0.88025 -3.37038
C 3.09278 2.14098 -4.22209
C 2.32465 3.37160 -3.73731
C 0.81152 3.27865 -3.95353
C 4.69163 1.30845 -1.62514
C 5.85715 1.38604 -2.37755
C 7.02604 1.67799 -1.69848
C 7.03190 1.88243 -0.31340
C 5.87148 1.78349 0.43423
C 4.70296 1.48323 -0.25061
H 3.26134 6.15632 1.82924
H 2.40293 5.31966 3.12751
H 1.66736 5.45732 1.52408
H 4.20049 3.85512 2.19287
H 3.51888 4.02641 0.57895
H 1.43242 2.90513 1.31824
H 2.05288 2.78767 2.96088
H 2.23729 0.65043 1.75416
H 3.82871 1.24953 2.19421
H 1.87418 0.58119 -3.33293
H 3.49353 0.06124 -3.79650
H 2.76392 1.89145 -5.23486
H 4.15369 2.38430 -4.28325
H 2.70395 4.23708 -4.28255
H 2.54648 3.54834 -2.67790
H 0.58803 3.04998 -5.00151
H 0.33120 4.23091 -3.71143
H 0.35590 2.50999 -3.32999
H 5.86014 1.20803 -3.44543
H 7.95526 1.75131 -2.24949
H 7.96309 2.12198 0.18377
H 5.88904 1.92772 1.50695

---

Which gap between HOMO and LUMO belongs to each record? In order, 7.867; 6.913 eV.
Which relative energy (zero: lowest compared OMol25 entry of this formula, charge and spin) belongs to each record? In order, 0.579; 0.964 eV.
Which E belongs to each record? In order, -16467.86294; -10224.85277 Ha.